Record 1
Computed, not measured: C16H22N4O3S in the gas phase, with ωB97M-V with the def2-TZVPD basis set.

ORCA input file:
```
! wB97M-V def2-TZVPD RIJCOSX def2/J DEFGRID3
* xyz 0 1
C -3.84 -3.37 -0.47
O -3.92 -2.65 0.73
C -4.78 -1.54 0.68
C -4.40 -0.46 -0.35
N -2.97 -0.27 -0.47
C -2.34 0.14 0.77
C -0.82 0.21 0.56
N -0.52 1.15 -0.49
C 0.04 2.37 -0.42
O 0.20 3.07 -1.41
C 0.54 2.89 0.93
C 2.07 2.96 0.91
C 2.66 1.60 0.92
N 2.16 0.52 1.43
N 3.03 -0.48 1.21
C 4.03 0.03 0.57
C 5.21 -0.65 0.12
C 5.44 -2.04 0.36
C 6.62 -2.46 -0.15
S 7.49 -1.18 -0.92
C 6.24 -0.07 -0.56
O 3.86 1.36 0.34
C -1.14 0.74 -1.73
C -2.65 0.66 -1.54
H -4.83 -3.67 -0.82
H -3.33 -2.80 -1.25
H -3.26 -4.27 -0.24
H -5.81 -1.86 0.46
H -4.76 -1.12 1.69
H -4.77 -0.77 -1.34
H -4.93 0.47 -0.08
H -2.55 -0.61 1.53
H -2.71 1.12 1.11
H -0.31 0.46 1.49
H -0.47 -0.77 0.24
H 0.20 2.30 1.78
H 0.15 3.91 1.03
H 2.40 3.48 0.01
H 2.43 3.50 1.78
H 4.74 -2.66 0.88
H 7.05 -3.44 -0.12
H 6.33 0.96 -0.87
H -0.89 1.47 -2.50
H -0.75 -0.24 -2.02
H -3.12 0.32 -2.46
H -3.04 1.68 -1.32
*
```

Summary:
E_LUMO	0.5910	eV
highest occupied orbital energy	-8.72	eV
orbital gap	9.31	eV
relative energy (zero: lowest compared OMol25 entry of this formula, charge and spin)	0.892	eV
molecular weight	350.4	g mol⁻¹

Löwdin population analysis, charges in e, atoms 1 to 4: -0.108, -0.191, -0.226, -0.189

Record 2
Computed, not measured: a molecular structure, C16H22N4O3S2, with ωB97M-V with the def2-TZVPD basis set.

ORCA input file:
```
! wB97M-V def2-TZVPD RIJCOSX def2/J DEFGRID3
* xyz 0 1
C -4.79 -1.57 0.62
C -5.71 -0.56 1.02
C -5.16 0.98 0.98
C -5.06 1.30 -0.44
O -6.00 1.43 -1.31
N -3.89 1.33 -0.88
C -2.67 1.07 -0.30
N -1.58 1.41 -1.37
N -0.45 1.18 -0.78
C -0.43 0.73 0.53
S -2.15 0.86 1.17
S 0.76 0.47 1.57
O 0.40 -0.94 2.29
O 1.17 1.67 2.43
N 2.14 -0.10 0.63
C 3.02 0.85 0.49
C 2.70 1.98 0.02
C 3.54 3.05 -0.32
C 5.04 2.94 -0.45
C 5.34 1.62 0.11
C 4.41 0.60 0.29
H 4.70 -0.27 0.84
H 6.42 1.46 0.07
H 5.58 3.64 -0.50
H 3.22 4.25 -0.94
H 1.69 2.37 -0.07
C 2.39 -1.68 0.56
H 1.56 -1.84 0.96
C 2.45 -1.91 -0.81
C 1.28 -1.61 -1.62
H 1.37 -1.74 -2.78
H 0.38 -2.16 -1.40
H 1.04 -0.47 -1.62
C 2.87 -3.48 -1.05
H 2.98 -3.70 -2.07
H 2.15 -3.76 -0.56
H 3.85 -3.56 -0.68
H 3.34 -1.25 -1.08
H 3.25 -1.77 1.13
H -3.94 1.85 -1.81
H -4.33 0.88 1.75
H -6.21 1.62 1.68
H -6.85 -0.64 0.43
H -6.20 -0.94 2.08
H -4.65 -1.30 -0.56
H -3.79 -1.62 1.15
H -5.18 -2.68 0.62
*
```

Summary:
E_LUMO	-1.4638	eV
highest occupied orbital energy	-8.28	eV
orbital gap	6.82	eV
relative energy (zero: lowest compared OMol25 entry of this formula, charge and spin)	17.552	eV
molecular weight	382.5	g mol⁻¹

Löwdin population analysis, charges in e, atoms 1 to 4: -0.200, -0.353, -0.126, -0.575

Record 3
Computed, not measured: C16H22N4O3S2 in the gas phase, with ωB97M-V with the def2-TZVPD basis set.

ORCA input file:
```
! wB97M-V def2-TZVPD RIJCOSX def2/J DEFGRID3
* xyz 0 1
C -2.55 0.82 2.63
C -1.70 1.93 3.13
N -2.07 2.75 4.09
N -1.05 3.60 4.26
C -0.02 3.36 3.42
C 1.23 4.16 3.40
C -0.41 2.27 2.66
S 0.45 1.44 1.38
O 1.72 2.09 1.17
O 0.47 0.03 1.64
N -0.62 1.68 0.10
C -0.55 3.00 -0.49
C 0.62 3.16 -1.46
C 0.61 2.03 -2.49
C 0.61 0.68 -1.78
C 0.55 -0.49 -2.75
O -0.02 -0.44 -3.82
N 1.17 -1.60 -2.29
C 1.09 -2.86 -2.99
C 0.40 -3.91 -2.18
C -0.47 -3.75 -1.14
C -0.94 -4.97 -0.62
C -0.42 -6.05 -1.26
S 0.65 -5.59 -2.52
C -0.63 0.61 -0.87
H -2.92 1.06 1.63
H -3.39 0.67 3.29
H -1.95 -0.09 2.56
H -1.11 4.32 4.97
H 1.01 5.21 3.17
H 1.72 4.12 4.37
H 1.89 3.76 2.65
H -0.46 3.71 0.33
H -1.50 3.18 -1.00
H 1.55 3.12 -0.89
H 0.55 4.13 -1.96
H 1.49 2.11 -3.14
H -0.28 2.09 -3.13
H 1.50 0.60 -1.14
H 1.56 -1.61 -1.36
H 2.10 -3.21 -3.25
H 0.55 -2.67 -3.92
H -0.77 -2.79 -0.77
H -1.63 -5.04 0.20
H -0.60 -7.09 -1.08
H -0.65 -0.32 -0.30
H -1.54 0.69 -1.47
*
```

Summary:
E_LUMO	0.6764	eV
highest occupied orbital energy	-8.75	eV
orbital gap	9.43	eV
relative energy (zero: lowest compared OMol25 entry of this formula, charge and spin)	1.257	eV
molecular weight	382.5	g mol⁻¹

Löwdin population analysis, charges in e, atoms 1 to 4: -0.024, -0.331, 0.088, 0.033

Record 4
Computed, not measured: a gas-phase ion, C16H22NO3 (charge +1), with ωB97M-V with the def2-TZVPD basis set.

ORCA input file:
```
! wB97M-V def2-TZVPD RIJCOSX def2/J DEFGRID3
* xyz 1 1
C 1.16 -1.10 -3.15
N 0.76 -0.10 -2.16
C 0.33 1.20 -2.72
C 1.64 1.94 -3.02
C 2.66 1.34 -2.04
C 1.85 0.31 -1.24
C 1.21 0.89 0.03
C -0.08 1.72 -0.21
O -1.16 1.16 0.57
C -1.61 -0.06 0.35
O -1.21 -0.80 -0.53
C -2.64 -0.50 1.37
O -3.53 -1.42 0.82
C -1.78 -1.03 2.52
C -1.65 -2.39 2.75
C -0.86 -2.84 3.79
C -0.18 -1.94 4.59
C -0.30 -0.58 4.36
C -1.10 -0.13 3.32
C -0.53 1.90 -1.68
H 1.97 -0.73 -3.77
H 1.48 -2.01 -2.66
H 0.31 -1.33 -3.79
H -0.04 -0.49 -1.57
H -0.26 1.04 -3.63
H 1.52 3.01 -2.89
H 1.95 1.77 -4.05
H 3.08 2.10 -1.38
H 3.48 0.87 -2.56
H 2.46 -0.55 -0.96
H 1.95 1.51 0.54
H 0.96 0.08 0.71
H 0.04 2.70 0.26
H -3.23 0.35 1.71
H -3.03 -2.10 0.33
H -2.19 -3.10 2.14
H -0.77 -3.90 3.97
H 0.44 -2.30 5.40
H 0.22 0.12 4.99
H -1.20 0.94 3.15
H -0.58 2.96 -1.91
H -1.56 1.53 -1.75
*
```

Summary:
E_LUMO	-2.3994	eV
highest occupied orbital energy	-11.94	eV
orbital gap	9.54	eV
relative energy (zero: lowest compared OMol25 entry of this formula, charge and spin)	0.000	eV
molecular weight	276.4	g mol⁻¹

Löwdin population analysis, charges in e, atoms 1 to 4: 0.037, -0.098, -0.230, -0.092

Record 5
Computed, not measured: a molecular structure, C16H23BF2N9O3Pb, with ωB97M-V with the def2-TZVPD basis set.

ORCA input file:
```
! wB97M-V def2-TZVPD RIJCOSX def2/J DEFGRID3
* xyz 1 1
Pb 0.31 0.03 1.25
C 2.78 2.16 0.14
C 1.67 3.05 0.67
N 0.35 2.47 0.40
C -0.13 2.55 -0.97
C -0.30 1.21 -1.69
C -1.23 1.28 -2.84
C -1.65 0.24 -3.55
C -1.12 -1.16 -3.36
C 0.29 -1.14 -1.82
C 1.44 -1.99 -1.27
N 1.73 -1.82 0.15
C 3.14 -1.58 0.48
C 3.58 -0.17 0.09
N 2.80 0.85 0.81
N 0.34 0.21 -1.23
H 3.74 2.68 0.22
H 2.61 1.97 -0.92
H 1.78 4.04 0.22
H 1.77 3.17 1.75
H -0.36 2.85 1.02
H 0.56 3.13 -1.59
H -1.09 3.07 -1.01
H -1.65 2.26 -3.04
H -2.39 0.39 -4.33
H -1.50 -1.84 -4.12
H 2.31 -1.69 -1.86
H 1.24 -3.03 -1.51
H 1.36 -2.61 0.66
H 3.80 -2.30 -0.02
H 3.27 -1.73 1.55
H 3.40 -0.02 -0.97
H 4.65 -0.07 0.26
H 3.17 0.95 1.76
N -1.57 1.60 3.05
N -2.82 1.30 2.49
C -2.96 0.54 1.33
O -4.08 0.13 1.05
O -1.90 0.42 0.60
H -1.44 1.08 3.91
H -1.54 2.58 3.29
H -3.63 1.28 3.09
F 0.20 -2.14 4.08
B 0.93 -1.20 3.54
F 1.98 -0.71 4.19
N -3.10 -2.76 0.93
C -1.99 -2.40 0.29
O -0.88 -2.35 0.85
C -2.14 -2.08 -1.16
C -3.43 -2.23 -1.79
N -4.45 -2.34 -2.30
C -1.16 -1.60 -1.92
N 0.36 -1.11 -3.30
H -4.01 -2.54 0.54
H -3.04 -2.87 1.93
*
```

Summary:
E_LUMO (alpha / beta)	-4.2467 / -4.0904	eV
highest occupied orbital energy (alpha / beta)	-11.82 / -10.14	eV
orbital gap (alpha / beta)	7.57 / 6.05	eV
relative energy (zero: lowest compared OMol25 entry of this formula, charge and spin)	5.920	eV
molecular weight	645.4	g mol⁻¹

Löwdin population analysis, charges in e, atoms 1 to 4: 1.484, -0.201, -0.188, -0.130

Record 6
Computed, not measured: a molecular structure, C16H23BrHgN5O2, with ωB97M-V with the def2-TZVPD basis set.

ORCA input file:
```
! wB97M-V def2-TZVPD RIJCOSX def2/J DEFGRID3
* xyz 2 2
Hg 0.65 -0.33 -0.20
Br 5.49 5.09 0.25
C 4.28 3.66 0.21
C 4.66 2.44 -0.34
C 3.73 1.42 -0.34
N 2.49 1.56 0.14
C 2.14 2.74 0.67
C 3.00 3.81 0.73
H 5.65 2.29 -0.74
H 4.00 0.44 -0.73
H 1.13 2.81 1.06
H 2.69 4.75 1.17
O -5.89 0.78 5.31
C -5.12 1.94 5.23
N -4.56 2.14 3.90
C -3.44 1.48 3.51
O -2.83 0.71 4.23
C -2.94 1.78 2.13
C -3.09 3.01 1.49
C -2.55 3.19 0.22
C -1.83 2.15 -0.34
N -1.65 0.99 0.29
C -2.20 0.80 1.49
H -5.33 0.02 5.49
H -4.29 1.94 5.93
H -5.78 2.78 5.43
H -5.14 2.58 3.21
H -3.60 3.83 1.99
H -2.67 4.12 -0.31
H -1.38 2.25 -1.32
H -2.05 -0.16 1.98
N 1.43 -5.08 -3.68
C 2.70 -4.74 -2.95
C 2.38 -3.78 -1.80
N 1.65 -2.59 -2.23
C 0.44 -2.94 -2.96
C 0.70 -3.86 -4.15
H 0.82 -5.61 -3.05
H 1.64 -5.69 -4.47
H 3.38 -4.28 -3.66
H 3.15 -5.65 -2.57
H 3.31 -3.49 -1.32
H 1.77 -4.31 -1.05
H 2.25 -1.98 -2.78
H -0.04 -2.03 -3.32
H -0.25 -3.43 -2.26
H 1.32 -3.36 -4.89
H -0.23 -4.16 -4.62
*
```

Summary:
E_LUMO (alpha / beta)	-5.2363 / -8.0700	eV
<S²>	0.756
highest occupied orbital energy (alpha / beta)	-14.02 / -14.12	eV
orbital gap (alpha / beta)	8.79 / 6.05	eV
molecular weight	597.9	g mol⁻¹

Löwdin population analysis, charges in e, atoms 1 to 4: 0.883, 0.848, -0.676, -0.087

Record 7
Computed, not measured: C16H23BrN2O in the gas phase, with ωB97M-V with the def2-TZVPD basis set.

ORCA input file:
```
! wB97M-V def2-TZVPD RIJCOSX def2/J DEFGRID3
* xyz 0 1
C 8.24 1.05 -0.03
C 8.33 -0.41 0.41
C 7.34 -1.32 -0.32
C 5.88 -1.05 0.05
C 4.93 -2.00 -0.67
C 3.47 -1.85 -0.26
C 2.87 -0.48 -0.59
C 2.87 0.47 0.62
C 2.49 1.86 0.19
O 3.26 2.77 0.00
N 1.15 2.05 -0.03
N 0.24 1.09 0.16
C -0.99 1.33 -0.06
C -1.99 0.29 0.13
C -1.63 -1.00 0.52
C -2.60 -1.97 0.70
C -3.94 -1.68 0.49
C -4.29 -0.40 0.10
Br -6.12 0.02 -0.20
C -3.34 0.59 -0.09
H 7.27 1.48 0.22
H 9.01 1.64 0.47
H 8.39 1.13 -1.10
H 8.14 -0.47 1.49
H 9.34 -0.77 0.23
H 7.47 -1.20 -1.40
H 7.58 -2.36 -0.08
H 5.64 -0.02 -0.22
H 5.76 -1.16 1.13
H 5.02 -1.85 -1.75
H 5.24 -3.03 -0.46
H 2.90 -2.62 -0.78
H 3.37 -2.05 0.81
H 1.84 -0.59 -0.92
H 3.44 -0.02 -1.40
H 3.87 0.52 1.07
H 2.16 0.11 1.36
H 0.86 2.98 -0.34
H -1.34 2.31 -0.40
H -0.59 -1.22 0.69
H -2.31 -2.96 1.01
H -4.69 -2.43 0.63
H -3.63 1.58 -0.39
*
```

Summary:
E_LUMO	0.0174	eV
highest occupied orbital energy	-8.73	eV
orbital gap	8.75	eV
relative energy (zero: lowest compared OMol25 entry of this formula, charge and spin)	0.105	eV
molecular weight	339.3	g mol⁻¹

Löwdin population analysis, charges in e, atoms 1 to 4: -0.112, -0.271, -0.230, -0.228

Record 8
Computed, not measured: a molecular structure, C16H23Cl5FeI2Sb, with ωB97M-V with the def2-TZVPD basis set.

ORCA input file:
```
! wB97M-V def2-TZVPD RIJCOSX def2/J DEFGRID3
* xyz 1 1
Fe 1.25 0.80 -1.36
I 3.47 -0.68 -1.19
C 4.14 0.49 -2.80
I 3.02 2.29 -2.80
H 3.92 -0.04 -3.72
H 5.19 0.73 -2.67
Cl -0.61 2.38 -1.85
C -0.70 1.10 -3.08
C 0.31 0.18 -2.95
C 0.35 -0.79 -3.94
Cl 1.60 -2.00 -3.93
C -0.61 -0.83 -4.96
Cl -0.54 -2.05 -6.17
C -1.63 0.12 -5.02
Cl -2.81 0.07 -6.25
C -1.68 1.13 -4.05
Cl -2.89 2.34 -4.06
C 0.68 -2.91 1.25
C -0.62 -2.11 1.31
C -1.32 -2.23 2.66
Sb -0.14 -0.11 0.75
C 1.49 0.44 2.04
C 1.35 0.28 3.55
C 1.89 1.86 1.64
C -1.78 1.15 1.28
C -1.99 1.38 2.78
C -3.03 0.60 0.59
H 0.47 -3.97 1.40
H 1.38 -2.61 2.03
H 1.18 -2.82 0.28
H -1.29 -2.45 0.52
H -0.72 -1.82 3.48
H -1.49 -3.29 2.88
H -2.29 -1.74 2.67
H 2.29 -0.23 1.70
H 0.52 0.85 3.95
H 2.26 0.62 4.05
H 1.21 -0.77 3.83
H 1.13 2.59 1.92
H 2.05 1.99 0.56
H 2.83 2.16 2.12
H -1.52 2.10 0.81
H -2.15 0.46 3.33
H -2.89 2.00 2.92
H -1.16 1.92 3.23
H -3.33 -0.37 1.00
H -2.89 0.47 -0.48
H -3.87 1.28 0.74
*
```

Summary:
E_LUMO (alpha / beta)	-3.8498 / -3.8467	eV
highest occupied orbital energy (alpha / beta)	-11.55 / -11.38	eV
orbital gap (alpha / beta)	7.70 / 7.53	eV
molecular weight	824.0	g mol⁻¹

Löwdin population analysis, charges in e, atoms 1 to 4: -0.298, 1.039, -1.017, 1.056

Record 9
Computed, not measured: a molecular structure, C16H23CoN2OS5, with ωB97M-V with the def2-TZVPD basis set.

ORCA input file:
```
! wB97M-V def2-TZVPD RIJCOSX def2/J DEFGRID3
* xyz 1 4
Co 0.28 -0.08 -0.14
S -0.17 2.10 0.62
C 0.41 1.22 2.01
N 0.95 0.03 1.81
C 1.28 -0.60 3.00
C 1.84 -1.87 3.13
C 2.10 -2.35 4.40
C 1.81 -1.58 5.53
C 1.26 -0.32 5.41
C 0.99 0.16 4.13
S 0.29 1.69 3.66
H 2.08 -2.44 2.24
H 2.54 -3.33 4.51
H 2.03 -1.98 6.51
H 1.04 0.28 6.29
S 1.71 -1.07 -1.69
C 0.55 -1.83 -2.69
N -0.14 -1.22 -3.63
C -1.13 -1.99 -4.38
C -0.89 -3.47 -4.03
S 0.21 -3.51 -2.59
H 0.00 -0.23 -3.78
H -0.99 -1.81 -5.45
H -2.13 -1.66 -4.10
H -0.42 -4.00 -4.85
H -1.82 -3.97 -3.78
C -2.34 -5.35 1.78
C -2.77 -4.77 0.44
C -2.96 -3.26 0.43
S -1.49 -2.39 1.04
O -1.34 -1.23 0.04
C -2.08 -1.65 2.58
C -2.85 -0.34 2.42
C -4.32 -0.48 2.05
H -2.39 -6.43 1.76
H -3.00 -5.01 2.58
H -1.32 -5.07 2.04
H -3.74 -5.20 0.16
H -2.07 -5.06 -0.35
H -3.82 -2.96 1.02
H -3.07 -2.85 -0.57
H -1.17 -1.51 3.17
H -2.66 -2.44 3.05
H -2.34 0.29 1.68
H -2.74 0.19 3.37
H -4.45 -0.76 1.00
H -4.84 0.46 2.20
H -4.82 -1.23 2.67
*
```

Summary:
E_LUMO (alpha / beta)	-2.9290 / -3.1444	eV
<S²>	3.759
highest occupied orbital energy (alpha / beta)	-10.68 / -10.66	eV
orbital gap (alpha / beta)	7.75 / 7.51	eV
relative energy (zero: lowest compared OMol25 entry of this formula, charge and spin)	0.185	eV
molecular weight	478.6	g mol⁻¹

Löwdin population analysis, charges in e, atoms 1 to 4: 0.338, 0.601, -1.108, -0.080

Record 10
Computed, not measured: 2 unconnected molecules or ions with the total composition C16H23N2O4PS, with ωB97M-V with the def2-TZVPD basis set.

ORCA input file:
```
! wB97M-V def2-TZVPD RIJCOSX def2/J DEFGRID3
* xyz 0 1
C 1.80 -1.90 1.42
N 0.45 -1.57 0.89
C -0.64 -2.10 1.76
C -2.04 -1.34 1.61
C -2.20 0.20 1.62
P -0.77 1.41 1.84
C 0.33 1.53 0.31
C 0.20 0.95 3.39
C -3.63 0.84 1.48
C -4.89 -0.09 1.34
C -4.75 -1.63 1.35
C -3.31 -2.21 1.47
C -3.54 -3.78 1.45
O -2.76 -4.74 1.30
N -5.01 -3.97 1.72
C -5.82 -2.80 1.23
O -6.99 -2.80 0.82
H 2.64 -1.30 0.90
H 1.90 -1.64 2.54
H 2.05 -3.01 1.30
H 0.40 -1.93 -0.07
H -0.83 -3.19 1.44
H -0.29 -2.16 2.85
H 1.20 0.80 0.27
H -0.29 1.51 -0.67
H 0.80 2.59 0.33
H 0.50 -0.15 3.36
H -0.54 1.04 4.28
H 1.09 1.62 3.62
H -3.73 1.98 1.52
H -5.91 0.39 1.26
H -5.06 -3.82 2.75
O 3.23 1.39 -1.02
S 2.70 2.27 -2.04
O 1.68 3.25 -1.77
C 4.07 3.08 -2.85
C 4.46 2.14 -3.98
C 3.14 1.67 -4.60
C 2.21 1.27 -3.45
H 4.88 3.25 -2.14
H 3.71 4.03 -3.24
H 5.10 2.63 -4.71
H 5.01 1.28 -3.58
H 2.69 2.48 -5.17
H 3.29 0.83 -5.28
H 1.16 1.48 -3.68
H 2.33 0.22 -3.17
*
```

Summary:
E_LUMO	-0.8645	eV
highest occupied orbital energy	-7.57	eV
orbital gap	6.71	eV
molecular weight	370.4	g mol⁻¹

Löwdin population analysis, charges in e, atoms 1 to 4: -0.151, -0.153, -0.200, -0.071